[1]
118
Properties=species:S:1:pos:R:3:forces:R:3:mulliken_spin:R:1 method="wB97M-V/def2-TZVPD" e_above_lowest_kcal_mol=54.45 multiplicity=2 total_charge=+1 s_squared=0.83 e_homo_ev="-9.7 / -10.1" homo_lumo_gap_ha="0.2383 / 0.2086"
Ti 0.0331 -0.6190 0.0008 -1.3 0.8 -0.7 0.0634
O -1.0992 -0.7870 3.8205 0.0 -0.1 -0.4 0.0001
C -0.3518 -0.5350 2.9182 0.4 0.4 1.7 -0.0203
O -0.6421 -0.7483 1.6433 -0.7 -0.3 0.7 0.0115
C 1.0355 0.0840 3.1518 -0.1 -0.3 -0.4 0.0340
P 2.1317 -0.4826 1.7783 0.4 0.2 1.1 -0.0218
C 2.9031 -1.9583 2.5281 0.0 -0.1 -0.3 0.0124
C 4.2281 -2.3066 2.2703 0.0 0.1 0.0 0.0016
C 4.7287 -3.5231 2.7039 0.1 0.0 0.0 -0.0013
C 3.9150 -4.4070 3.3941 0.0 0.0 0.0 0.0042
C 2.6099 -4.0487 3.6929 0.0 0.0 0.0 0.0002
C 2.1029 -2.8352 3.2607 0.1 0.1 0.0 0.0094
C 3.4709 0.7388 1.6462 -0.2 -0.1 -0.3 0.0097
C 4.4045 0.5356 0.6281 0.0 0.0 0.1 0.0389
C 5.3937 1.4727 0.3847 0.1 0.0 0.0 -0.0079
C 5.4301 2.6460 1.1240 0.0 0.0 0.0 0.0020
C 4.5066 2.8561 2.1370 0.0 0.0 0.0 -0.0002
C 3.5345 1.9046 2.4051 0.0 -0.1 0.0 -0.0011
H 1.4002 -0.1819 4.1422 -0.1 0.0 0.0 0.0039
H 0.9151 1.1667 3.0950 0.0 0.0 0.0 -0.0030
H 4.8797 -1.6229 1.7451 0.0 -0.1 0.0 -0.0004
H 5.7572 -3.7870 2.4974 0.0 0.0 0.0 -0.0003
H 4.2919 -5.3737 3.6988 0.0 0.0 0.1 -0.0001
H 1.9748 -4.7208 4.2529 0.0 0.0 0.0 0.0018
H 1.0801 -2.5761 3.4996 0.0 -0.1 0.0 0.0008
H 4.3385 -0.3550 0.0121 0.0 0.0 -0.1 0.0087
H 6.1283 1.2971 -0.3901 0.0 0.0 0.0 -0.0001
H 6.1719 3.4030 0.9092 0.1 0.0 0.0 0.0002
H 4.5406 3.7622 2.7268 0.0 0.0 0.0 -0.0001
H 2.8341 2.0787 3.2107 0.0 0.0 0.0 0.0010
Cl -0.4277 1.8838 0.8871 -0.3 0.5 0.0 0.0120
C -0.8858 3.5152 0.4004 -0.3 0.8 -0.9 0.0093
C -0.8173 4.4682 1.4057 0.2 -0.3 0.1 -0.0003
C -1.2050 5.7679 1.1417 0.0 0.0 0.1 -0.0002
C -1.6516 6.1136 -0.1190 -0.1 0.2 -0.1 0.0003
C -1.7319 5.1605 -1.1153 0.1 -0.1 0.2 -0.0008
C -1.3493 3.8350 -0.8907 0.3 -0.5 0.6 -0.0068
P -1.6159 2.5415 -2.1743 0.0 0.5 -0.2 0.0178
C -3.1524 3.2725 -2.8847 -0.2 -0.6 0.2 0.0007
C -3.3538 3.4091 -4.2537 0.1 0.0 0.0 0.0003
C -4.5906 3.8049 -4.7432 -0.1 0.0 0.0 -0.0003
C -5.6405 4.0473 -3.8730 0.0 0.1 0.0 0.0002
C -5.4478 3.9187 -2.5043 0.0 0.0 0.1 -0.0001
C -4.2137 3.5290 -2.0137 -0.1 -0.1 -0.1 -0.0003
C -0.4673 3.0307 -3.5181 0.1 -0.2 0.3 0.0045
C -0.2917 2.0796 -4.5240 0.1 0.0 0.2 0.0001
C 0.5199 2.3503 -5.6126 0.0 0.0 -0.1 -0.0007
C 1.1747 3.5707 -5.6959 0.0 0.0 -0.1 0.0000
C 0.9999 4.5217 -4.7017 0.1 0.1 0.0 -0.0002
C 0.1805 4.2574 -3.6147 0.1 -0.1 0.0 0.0006
H -0.4785 4.1848 2.3925 0.0 0.0 0.0 0.0002
H -1.1707 6.5056 1.9308 0.0 0.0 0.0 0.0000
H -1.9620 7.1289 -0.3247 0.0 0.0 0.0 0.0000
H -2.1277 5.4342 -2.0841 0.0 0.0 0.0 0.0001
H -2.5487 3.2025 -4.9455 0.0 0.0 0.0 -0.0001
H -4.7372 3.9105 -5.8097 0.0 0.0 0.0 0.0000
H -6.6099 4.3361 -4.2554 0.0 0.0 0.0 0.0000
H -6.2646 4.1044 -1.8194 0.0 0.0 0.0 0.0000
H -4.0774 3.4157 -0.9433 0.0 0.0 0.0 0.0002
H -0.7948 1.1201 -4.4441 0.0 0.0 0.0 0.0001
H 0.6457 1.6086 -6.3902 0.0 0.0 0.0 0.0001
H 1.8113 3.7852 -6.5440 0.0 0.0 0.0 0.0001
H 1.5013 5.4780 -4.7753 0.0 0.0 0.0 0.0000
H 0.0529 5.0091 -2.8484 0.0 0.0 0.0 -0.0004
C 0.8445 -6.0018 1.4288 0.0 0.1 0.0 0.0502
C -0.0594 -5.0192 1.8010 0.0 0.0 0.1 -0.0237
C -0.0286 -3.7779 1.1968 0.2 0.3 -0.2 0.0605
C 0.9115 -3.4929 0.2022 0.0 -0.9 0.4 -0.0599
C 1.8431 -4.4773 -0.1464 0.0 0.4 -0.1 0.0786
C 1.8014 -5.7163 0.4645 0.0 -0.1 0.0 -0.0149
N 0.9055 -2.2332 -0.4239 1.0 -0.8 -0.9 0.2231
N 1.7784 -2.1181 -1.4350 0.0 -0.9 0.3 0.2191
C 2.0935 -0.8757 -1.7816 -0.1 0.6 0.0 -0.0526
C 3.1487 -0.6574 -2.7025 -0.1 -0.1 0.0 0.0408
C 3.6758 0.5927 -2.8303 -0.1 0.1 0.0 0.0064
C 3.1291 1.6510 -2.0802 -0.2 -0.1 -0.2 0.0628
C 2.0421 1.4064 -1.2932 0.0 0.5 0.0 0.0015
N 1.4802 0.1820 -1.1484 1.0 0.1 -0.9 0.0444
H 0.8002 -6.9810 1.8848 0.0 0.0 0.0 -0.0004
H -0.8025 -5.2186 2.5618 0.0 0.0 0.0 -0.0001
H -0.7559 -3.0286 1.4676 -0.1 -0.1 0.0 -0.0018
H 2.5777 -4.2462 -0.9023 0.0 -0.1 0.0 -0.0015
H 2.5240 -6.4699 0.1834 0.0 0.0 0.0 0.0005
H 3.5321 -1.5130 -3.2383 0.0 0.0 0.0 0.0002
H 4.5166 0.7755 -3.4850 0.0 0.0 -0.1 0.0012
H 3.5413 2.6462 -2.1384 0.0 0.1 0.0 -0.0007
H 1.6079 2.2150 -0.7196 -0.1 -0.1 -0.1 0.0024
C -2.9666 -0.7511 -2.5542 0.3 0.1 0.2 0.0500
Si -2.2021 -1.8432 -1.1810 -1.0 -0.2 -0.6 0.0520
C -3.6177 -1.7574 0.2077 0.5 -0.1 0.0 0.0414
C -3.7675 -0.3055 0.6826 0.1 0.0 -0.2 0.0329
C -3.3412 -2.6242 1.4410 0.1 0.0 -0.1 0.0065
C -4.9512 -2.2112 -0.3965 0.2 0.0 -0.1 0.0012
C -2.0574 -3.5598 -2.1628 0.2 0.1 0.4 -0.0072
C -3.2850 -3.7855 -3.0565 0.0 0.2 0.1 0.0048
C -1.9497 -4.7854 -1.2503 -0.1 0.1 -0.1 0.0205
C -0.8233 -3.5135 -3.0719 -0.1 0.2 0.1 -0.0010
H -3.8556 -1.2319 -2.9607 0.1 -0.1 0.1 0.0014
H -2.2928 -0.5646 -3.3925 0.1 0.0 0.0 0.0023
H -3.2910 0.2039 -2.1603 0.0 0.3 0.0 -0.0118
H -2.8176 0.0985 1.0343 -0.1 0.1 0.1 -0.0007
H -4.4694 -0.2679 1.5200 0.0 0.0 0.0 0.0000
H -4.1542 0.3419 -0.1070 0.0 0.0 0.0 0.0043
H -2.5372 -2.2063 2.0438 0.0 -0.1 0.1 -0.0029
H -3.0988 -3.6531 1.1715 0.0 0.0 0.0 -0.0024
H -4.2300 -2.6474 2.0776 0.0 0.0 0.0 0.0006
H -5.1958 -1.6701 -1.3102 -0.1 0.0 0.0 -0.0004
H -5.7559 -2.0278 0.3211 0.0 0.0 0.1 0.0001
H -4.9393 -3.2802 -0.6089 -0.1 0.0 0.0 0.0008
H -4.2100 -3.7981 -2.4823 0.0 0.0 -0.1 -0.0009
H -3.1886 -4.7602 -3.5425 0.0 0.0 0.0 0.0003
H -3.3693 -3.0372 -3.8429 0.0 0.0 0.0 -0.0004
H -2.8670 -4.9297 -0.6769 0.0 0.0 0.1 -0.0006
H -1.7984 -5.6816 -1.8593 0.0 0.0 0.0 0.0005
H -1.1149 -4.7092 -0.5652 -0.1 -0.1 0.0 -0.0064
H -0.8844 -2.6830 -3.7803 0.1 0.0 0.0 -0.0048
H -0.7664 -4.4379 -3.6530 0.0 0.0 0.0 0.0009
H 0.1013 -3.4190 -2.5054 0.0 0.0 -0.1 -0.0007



[2]
26
Properties=species:S:1:pos:R:3:forces:R:3:lowdin_charge:R:1 method="wB97M-V/def2-TZVPD" total_charge=-2 e_homo_ev="1.6 / 1.6" homo_lumo_gap_ha="0.1317 / 0.1313"
Pd 8.0711 8.3926 4.2998 -4.9 2.0 -2.3 0.6396
N 9.7193 7.8985 5.1682 3.4 0.2 3.5 -0.1492
C 10.9211 8.6286 4.6914 1.2 -0.4 2.2 -0.2772
C 10.9469 9.2559 3.3343 0.0 0.0 0.2 -0.1707
C 10.0429 10.4674 3.1869 -2.7 -0.5 0.2 -0.6394
O 10.5117 11.4867 2.6441 -0.7 -0.4 0.6 -0.0642
O 8.7898 10.2437 3.6071 3.5 2.0 -1.4 -0.2448
H 9.7857 6.8863 5.2678 0.3 -0.1 -0.8 0.0452
H 9.5973 8.2356 6.1467 -0.2 -0.4 -0.9 0.0806
H 11.8064 7.9623 4.8030 -0.3 0.1 -0.3 0.1009
H 11.1709 9.4571 5.4306 -0.6 -0.8 -0.7 0.1242
H 10.7102 8.5230 2.5710 0.0 -0.1 -0.3 0.1126
H 11.9826 9.5694 3.2700 0.3 0.2 -0.7 0.0952
Br 5.9747 8.8680 6.8093 -0.4 0.4 1.0 0.5263
C 5.6781 7.7696 5.2678 0.2 -0.6 -3.0 -0.8080
C 4.3818 7.5553 4.7051 1.3 -0.1 -0.1 -0.1616
C 4.2491 6.4868 3.8045 -1.0 1.0 1.2 -0.1596
C 5.3159 5.6412 3.5666 3.2 -0.7 -0.4 -0.0699
C 6.6128 5.8934 4.0940 -3.3 2.5 0.8 -0.1714
N 6.7522 7.0320 4.9021 0.1 -2.4 1.5 -0.1680
C 7.8214 5.0471 3.9466 1.0 0.0 -0.6 -0.6926
O 7.6076 3.8743 3.5733 0.3 -0.3 0.0 -0.0711
O 8.9108 5.6560 4.1566 -0.4 -1.7 -0.2 -0.1140
H 3.6099 8.2972 4.8853 -0.2 -0.4 0.1 0.0705
H 3.2680 6.2294 3.4013 0.2 0.3 -0.1 0.0744
H 5.2784 4.8116 2.8598 -0.3 0.0 0.4 0.0922



[3]
109
Properties=species:S:1:pos:R:3:forces:R:3:lowdin_charge:R:1 method="wB97M-V/def2-TZVPD" total_charge=-1 e_homo_ev=-5.1 homo_lumo_gap_ha=0.2610
C 2.2427 -1.1891 2.6816 0.2 -0.2 -0.2 -0.1027
C 3.1128 -0.6551 1.5430 -0.1 -0.3 0.4 -0.2733
C 2.7978 0.7921 1.2070 0.2 0.0 -0.2 -0.1853
C 3.2543 1.2859 -0.1802 -0.3 0.0 0.2 -0.1941
N 3.1163 0.2715 -1.2339 0.6 0.7 -0.3 -0.2053
C 1.7611 0.2159 -1.8369 -0.1 -0.9 -0.1 -0.1470
C 0.9413 -0.9087 -1.2296 -0.3 0.2 0.4 -0.1864
C -0.5617 -0.8360 -1.4832 0.1 0.1 0.4 -0.1785
C -1.3052 -1.9276 -0.6874 -0.3 0.2 -0.4 -0.1389
C -1.9459 -3.0521 -1.5357 -0.1 0.2 0.6 -0.2026
C -1.1387 -3.4391 -2.8007 0.0 0.0 0.1 -0.6964
O 0.1132 -3.3871 -2.6951 0.4 0.0 0.0 -0.0659
O -1.8177 -3.7579 -3.7788 -0.2 -0.1 -0.5 -0.0148
N -2.3158 -4.2755 -0.7461 1.1 1.0 0.0 0.0897
B -1.1800 -5.2251 -0.5744 -0.4 -0.3 -0.1 -0.6725
N 0.1581 -4.8513 -0.2874 0.0 -0.3 -0.7 0.2184
O -1.4375 -6.6085 -0.7248 -0.2 0.1 0.7 0.1042
C -3.0324 -3.9439 0.4297 -0.5 -0.9 -0.4 -0.3533
F -2.1709 -3.7736 1.5549 0.1 0.2 0.1 -0.0330
C -4.0599 -4.9903 0.8275 0.2 0.1 0.5 -0.1630
C -4.6387 -4.7274 2.2204 -0.1 0.0 -0.2 -0.1030
C 4.1215 0.3196 -2.2284 -0.5 -0.2 0.3 -1.1444
S 4.6979 1.6579 -2.9722 0.2 0.3 0.1 0.6554
S 4.7326 -1.2037 -2.7576 0.1 0.0 -0.3 0.9602
C 4.1515 -2.3973 -1.5493 -0.2 -0.6 0.2 -0.4615
C 4.8359 -3.7429 -1.7809 0.3 0.1 0.0 -0.3127
C 6.3599 -3.6755 -1.7040 -0.2 -0.1 -0.2 -0.1364
H 2.2732 -2.2768 2.7095 0.1 -0.1 0.0 0.0692
H 1.2024 -0.9151 2.5236 -0.1 0.1 0.1 0.0691
H 2.5855 -0.8336 3.6512 -0.1 0.2 0.1 0.0650
H 4.1590 -0.7634 1.8379 0.2 0.0 -0.1 0.1093
H 2.9627 -1.2954 0.6823 0.0 0.1 -0.2 0.0616
H 3.2889 1.4196 1.9518 -0.1 0.2 0.1 0.1068
H 1.7285 0.9656 1.3194 -0.1 0.0 0.0 0.1036
H 2.6570 2.1656 -0.4257 0.0 0.2 -0.1 0.0949
H 4.2838 1.6313 -0.1378 0.2 -0.2 -0.1 0.1049
H 1.2517 1.1788 -1.7424 0.1 0.2 0.2 0.1263
H 1.8682 0.0201 -2.9034 0.0 0.1 -0.1 0.1254
H 1.3033 -1.8732 -1.5686 -0.1 0.0 -0.1 0.0760
H 1.0718 -0.8884 -0.1445 0.0 0.1 0.0 0.0998
H -0.7914 -0.8792 -2.5468 0.0 -0.1 -0.1 0.1162
H -0.9102 0.1327 -1.1097 0.0 0.2 -0.1 0.0980
H -2.1258 -1.4298 -0.1664 -0.1 0.0 0.2 0.0947
H -0.6735 -2.3143 0.1068 0.2 -0.2 0.0 0.1019
H -2.8966 -2.6580 -1.8951 -0.1 0.0 -0.2 0.1337
H 0.4690 -4.0414 -0.8208 -0.1 0.3 0.2 0.0503
H 0.7667 -5.6168 -0.5500 0.1 0.0 0.2 0.0802
H -1.6332 -6.9978 0.1319 0.0 -0.3 -0.1 0.0771
H -3.5395 -2.9898 0.2967 0.0 0.2 0.0 0.1432
H -4.8361 -4.9816 0.0681 0.0 0.0 -0.2 0.1173
H -3.5903 -5.9717 0.8102 0.0 -0.1 -0.2 0.1002
H -4.5809 -3.6748 2.4854 0.0 0.2 0.0 0.0601
H -5.6867 -5.0015 2.2858 -0.1 -0.2 0.1 0.0619
H -4.0863 -5.2766 2.9759 0.0 0.0 0.2 0.0725
H 4.3821 -2.0577 -0.5457 0.1 0.2 0.0 0.0681
H 3.0772 -2.5315 -1.6230 0.0 0.1 -0.1 0.0646
H 4.5222 -4.1599 -2.7360 -0.1 -0.1 -0.1 0.1066
H 4.4900 -4.4204 -1.0026 -0.2 -0.1 0.0 0.1070
H 6.6675 -3.1113 -0.8267 0.1 0.0 0.1 0.0727
H 6.7803 -4.6772 -1.6629 0.1 -0.1 0.1 0.0659
H 6.7810 -3.1921 -2.5811 0.1 0.1 -0.1 0.0502
O -6.5111 -3.7088 4.4775 -0.2 0.0 0.1 0.1198
C -6.2227 -2.6246 4.8811 0.3 -0.1 0.0 -0.4876
O -6.6724 -1.4849 4.2974 -0.1 0.1 0.0 0.0226
C -6.0710 -0.3353 4.9146 0.1 0.1 0.1 -0.1575
C -5.6357 -0.8046 6.2989 0.0 -0.1 0.0 -0.1560
C -5.3034 -2.2731 6.0373 -0.2 0.3 0.1 -0.0724
H -5.2259 -0.0179 4.3006 0.0 0.0 0.0 0.1283
H -6.8054 0.4659 4.9439 -0.1 0.0 -0.1 0.1213
H -4.8107 -0.2231 6.7050 0.0 0.0 -0.1 0.1132
H -6.4736 -0.7342 6.9941 0.0 0.0 0.0 0.1141
H -4.2732 -2.4092 5.7050 0.0 -0.1 0.0 0.1334
H -5.5007 -2.9200 6.8868 0.1 -0.1 -0.1 0.1222
O 0.0363 3.5270 2.1537 0.0 0.0 -0.1 0.1222
C 1.0051 4.2271 2.1446 -0.1 -0.1 0.2 -0.4871
O 2.0561 4.0057 1.3238 0.0 0.0 0.0 0.0075
C 3.1215 4.9293 1.6105 0.1 0.1 0.1 -0.1478
C 2.4463 6.1150 2.2861 -0.1 0.0 0.1 -0.1429
C 1.2870 5.4381 3.0164 0.2 0.2 -0.3 -0.0733
H 3.8420 4.4276 2.2634 0.0 0.0 0.0 0.1270
H 3.6066 5.1959 0.6797 0.0 -0.1 -0.1 0.1045
H 3.1178 6.6754 2.9342 0.0 -0.1 0.0 0.1144
H 2.0615 6.7954 1.5261 0.0 0.0 0.0 0.1152
H 1.5746 5.0842 4.0081 -0.1 0.0 0.0 0.1272
H 0.4007 6.0609 3.0941 -0.1 -0.1 0.1 0.1222
O 2.5312 8.0546 -1.3608 0.0 -0.1 0.0 0.1056
C 2.7328 7.0608 -2.0009 0.0 0.2 -0.1 -0.4894
O 3.4428 6.0234 -1.5087 0.1 0.0 0.0 -0.0017
C 3.6198 5.0015 -2.5160 -0.1 0.0 -0.1 -0.1670
C 2.4948 5.2410 -3.5121 0.0 0.1 -0.1 -0.1406
C 2.3010 6.7533 -3.4205 -0.1 -0.3 0.1 -0.0715
H 4.6110 5.1289 -2.9583 0.0 0.0 0.0 0.1249
H 3.5669 4.0242 -2.0504 0.1 0.0 0.2 0.0561
H 2.7273 4.8774 -4.5109 0.0 0.0 0.0 0.1182
H 1.5918 4.7420 -3.1732 -0.1 -0.1 0.0 0.1183
H 2.9601 7.2974 -4.1003 0.0 0.1 0.0 0.1283
H 1.2715 7.0615 -3.5799 0.1 0.2 0.0 0.1251
O -1.7576 3.8867 -3.3930 0.0 0.1 0.0 0.1060
C -2.5620 3.0537 -3.0878 0.2 0.0 -0.2 -0.4969
O -2.9757 2.8837 -1.8162 -0.1 0.0 0.2 0.0279
C -3.8743 1.7625 -1.7295 -0.1 -0.2 -0.1 -0.1472
C -4.4246 1.5832 -3.1389 0.0 0.0 -0.1 -0.1498
C -3.2462 2.0469 -3.9924 -0.3 0.0 0.2 -0.0709
H -3.3118 0.8859 -1.4026 0.1 0.0 0.0 0.1145
H -4.6441 1.9864 -0.9956 0.1 0.1 0.1 0.1225
H -4.7511 0.5656 -3.3410 0.1 0.0 0.0 0.1176
H -5.2747 2.2500 -3.2933 0.0 0.0 0.0 0.1136
H -2.5429 1.2395 -4.2029 0.0 0.0 0.0 0.1333
H -3.5497 2.5187 -4.9225 0.2 0.0 -0.1 0.1215